An isolated molecule of C3H4Cl2O. Source: the Open Molecules 2025 dataset; level of theory: ωB97M-V/def2-TZVPD.

Positions of all 10 atoms, in Å:
C1 1.21 0.34 0.58
H1 -1.34 -1.17 0.70
H2 -0.53 0.70 -1.62
C2 -0.50 -0.90 -0.13
Cl1 -1.88 1.42 0.28
C3 -0.75 0.56 -0.53
O1 0.83 -1.00 0.21
H3 1.00 0.65 1.66
H4 -0.69 -1.53 -1.03
Cl2 2.65 0.94 -0.11

The relative energy (zero: lowest compared OMol25 entry of this formula, charge and spin) is 385.8 kJ/mol. The orbital gap (spin up / spin down) comes out at 8.2941 / 8.2494 eV. Its largest force on an atom is 5.3 eV Å⁻¹. The total energy comes out at -30264.2780 eV. For the lowest unoccupied orbital energy (spin up / spin down), the calculation gives 0.060 / -0.003 eV.



A structure of composition C6H15Ba3F3O5. Source: the Open Molecules 2025 dataset; level of theory: ωB97M-V/def2-TZVPD.

Positions of all 32 atoms, in Å:
O1 -37.92 -13.56 1.92
Ba1 -37.80 -14.18 -0.89
F1 -40.21 -15.39 3.83
H1 -34.74 -14.89 5.08
H2 -40.40 -18.23 0.24
H3 -36.37 -15.35 1.49
O2 -35.60 -18.30 0.66
F2 -38.98 -13.75 4.51
O3 -38.80 -15.54 1.39
H4 -40.09 -16.98 2.20
H5 -40.29 -16.63 -0.41
H6 -36.03 -17.55 1.08
F3 -40.37 -13.47 2.86
C1 -36.14 -19.57 1.18
C2 -38.42 -14.69 2.49
Ba2 -34.49 -16.57 -1.20
H7 -38.45 -17.54 1.87
O4 -35.76 -15.33 0.73
O5 -34.99 -15.09 4.16
H8 -35.64 -16.78 3.16
C3 -39.55 -14.32 3.44
H9 -35.64 -16.96 4.90
H10 -37.21 -19.64 0.96
Ba3 -35.20 -13.02 2.14
C4 -39.71 -17.39 0.12
H11 -37.66 -15.23 3.10
H12 -35.65 -20.38 0.66
C5 -39.26 -16.90 1.51
H13 -34.09 -17.00 4.04
C6 -35.08 -16.54 4.06
H14 -38.87 -17.75 -0.49
H15 -35.99 -19.62 2.25

The relative energy (zero: lowest compared OMol25 entry of this formula, charge and spin) is 0.0 kJ/mol. The orbital gap comes out at 6.7088 eV. Its largest force on an atom is 2.9 eV Å⁻¹. The total energy comes out at -26898.4577 eV. As for the charge: +4. For the lowest unoccupied orbital energy, the calculation gives -14.603 eV.



A cluster of 2 separate species, H4INSi in total. Source: the Open Molecules 2025 dataset; level of theory: ωB97M-V/def2-TZVPD.

Positions of all 7 atoms, in Å:
H1 0.68 -1.51 -1.01
N1 1.13 0.78 -0.52
I1 -5.26 -0.12 -0.01
H2 -5.87 0.61 1.23
Si1 1.65 -0.67 -0.13
H3 2.61 -1.35 0.54
H4 1.32 1.77 -0.30

The relative energy (zero: lowest compared OMol25 entry of this formula, charge and spin) is 330.9 kJ/mol. The orbital gap comes out at 9.6737 eV. Its largest force on an atom is 5.3 eV Å⁻¹. The total energy comes out at -17530.9511 eV. As for the SMILES: N=[SiH2].I. For the lowest unoccupied orbital energy, the calculation gives 0.134 eV.



A cluster of 6 separate species, C27H66N6O3 in total. Source: the Open Molecules 2025 dataset; level of theory: ωB97M-V/def2-TZVPD.

Positions of all 102 atoms, in Å:
H1 4.97 -2.80 1.06
C1 7.25 -0.28 3.09
H2 -6.22 -3.88 -2.07
C2 2.26 1.31 -0.57
H3 1.68 -1.30 2.29
H4 2.50 -2.77 2.02
H5 -5.18 7.83 1.47
C3 -2.97 -0.19 -1.65
H6 -5.70 -2.25 -4.43
H7 -2.73 7.26 1.16
H8 4.11 0.33 -0.64
H9 3.00 3.56 0.38
H10 -7.77 -2.44 -5.28
H11 6.97 0.49 2.37
H12 -6.87 -1.86 -0.45
C4 6.47 0.91 -0.98
H13 -2.93 -1.13 -2.19
H14 3.62 -2.19 3.73
H15 5.73 4.88 0.22
H16 -0.99 -2.01 -2.42
C5 5.58 -2.58 1.93
C6 1.90 -3.55 -1.55
O1 -0.66 -1.28 0.89
H17 0.13 -5.20 -0.86
C7 4.65 4.81 0.07
H18 -2.76 0.60 -2.37
C8 4.07 3.45 0.48
N1 5.09 -1.37 2.56
C9 5.94 -0.87 3.64
H19 6.59 -2.36 1.59
H20 -6.51 0.44 -1.15
C10 5.56 -3.85 2.81
C11 3.67 -1.38 2.99
H21 -0.04 -2.47 -3.78
H22 -7.65 -3.56 -3.89
H23 6.23 -1.70 4.30
H24 -0.82 1.21 0.63
H25 -4.70 -3.41 -2.77
H26 3.66 0.86 0.99
O2 -3.74 3.86 1.75
H27 -5.42 -3.34 0.18
H28 1.94 -2.94 -0.64
C12 -7.65 -2.51 -4.19
C13 3.70 1.17 -0.07
H29 6.10 -4.68 2.34
C14 -4.73 -3.17 -0.64
H30 3.51 -0.42 3.46
H31 1.75 0.35 -0.46
C15 -0.01 -2.39 -2.69
H32 0.60 -1.51 -2.44
H33 2.21 1.53 -1.64
N2 -1.98 -0.11 -0.60
H34 6.52 2.93 -0.45
H35 6.25 -0.08 -0.59
N3 -6.04 -1.84 -2.32
C16 -0.35 -4.43 -1.47
H36 7.93 0.14 3.83
H37 2.59 -3.22 -2.32
C17 -4.57 4.75 1.86
C18 5.94 2.06 -0.12
H38 -1.86 -2.13 -0.49
C19 -7.45 -0.08 -1.35
H39 -3.96 -3.93 -0.56
N4 4.54 2.33 -0.33
H40 5.97 -3.78 3.81
C20 -7.20 -1.56 -1.44
N5 0.51 -3.53 -2.00
C21 -2.90 6.54 1.97
H41 5.41 -0.12 4.23
C22 -1.44 -1.21 -0.03
H42 -8.22 0.22 -0.63
H43 4.52 4.96 -1.00
H44 -3.97 0.01 -1.25
H45 -5.65 4.61 1.72
H46 2.94 -1.43 0.90
C23 -5.30 7.02 2.20
O3 -1.56 -4.38 -1.63
H47 -7.81 0.42 -2.26
C24 -1.64 1.20 -0.08
H48 7.55 0.93 -1.15
H49 6.00 0.99 -1.96
H50 -2.20 5.71 1.93
H51 -2.50 1.76 0.29
H52 -6.29 6.57 2.20
H53 6.22 1.98 0.94
C25 -6.39 -1.75 -3.75
H54 -7.98 -2.22 -1.84
H55 -1.39 1.80 -0.96
H56 4.39 3.26 1.52
H57 -5.29 7.57 3.16
H58 -6.46 -0.69 -3.97
N6 -4.25 6.07 2.01
H59 -4.28 -2.18 -0.51
H60 2.25 -4.54 -1.27
H61 -8.59 -2.15 -3.77
H62 1.61 1.95 0.02
H63 4.13 5.60 0.61
H64 7.80 -1.09 2.62
H65 4.55 -4.27 2.80
C26 -5.42 -3.13 -1.99
H66 -2.66 6.99 2.94
C27 2.62 -1.69 1.91

The relative energy (zero: lowest compared OMol25 entry of this formula, charge and spin) is 271.6 kJ/mol. The orbital gap comes out at 8.5608 eV. Its largest force on an atom is 2.1 eV Å⁻¹. The total energy comes out at -44150.5613 eV. As for the SMILES: CCN(CC)CC.CCN(CC)CC.CCN(CC)CC.CN(C)C=O.CN(C)C=O.CN(C)C=O. For the lowest unoccupied orbital energy, the calculation gives 0.645 eV.



A cluster of 13 separate species, C51H65F13N2O40P in total. Source: the Open Molecules 2025 dataset; level of theory: ωB97M-V/def2-TZVPD.

Positions of all 172 atoms, in Å:
H1 0.84 -0.89 4.47
C1 8.67 -6.10 9.22
O1 -4.30 -2.28 -1.55
H2 0.58 2.40 2.80
F1 -10.26 -3.32 0.55
H3 4.61 -2.47 3.12
O2 -2.58 1.84 -6.96
H4 1.64 1.23 4.32
H5 -2.22 6.69 0.97
C2 10.95 -6.48 4.38
O3 -5.26 1.20 -11.07
H6 2.92 1.48 -3.55
H7 3.52 0.14 3.18
O4 -3.62 3.89 5.69
H8 -5.61 3.60 0.32
C3 -3.97 1.46 -7.05
C4 0.37 1.76 -8.12
O5 -6.13 2.80 -8.49
F2 -5.54 1.28 -5.27
H9 -9.54 -5.99 -0.49
C5 -2.31 4.15 0.24
O6 13.61 -6.99 9.01
H10 11.56 -5.58 4.40
H11 -4.05 0.37 -7.08
O7 -7.31 0.90 -8.61
C6 -4.63 3.25 0.65
C7 -9.14 -4.08 0.48
H12 -3.72 -2.43 1.26
C8 -4.05 4.06 -12.39
C9 -1.02 8.53 0.90
N1 2.76 -0.47 2.94
C10 -4.53 2.03 -5.78
H13 9.55 -6.14 9.86
C11 4.96 -3.50 3.25
H14 -1.35 3.02 3.52
H15 -2.23 2.27 2.17
H16 -4.07 5.28 0.13
H17 -4.29 2.50 -0.05
C12 4.66 2.54 -1.17
O8 -5.61 -0.80 -0.45
C13 8.05 -6.96 7.23
C14 12.73 -5.01 8.28
H18 -4.34 1.97 7.64
C15 7.18 -3.46 3.47
H19 13.35 -4.65 7.46
F3 -9.52 1.70 -11.13
H20 -3.64 4.82 1.77
F4 -5.89 3.11 8.16
N2 -0.10 1.90 2.23
C16 1.53 0.80 -7.99
H21 8.20 -8.19 9.71
O9 6.03 -3.52 4.18
O10 2.56 2.81 -10.50
H22 -9.36 0.69 -8.85
C17 -7.76 -5.10 1.93
O11 14.95 -6.09 10.58
H23 -4.86 3.07 -5.86
H24 1.09 2.21 0.54
H25 -2.15 4.06 -11.30
O12 -8.30 -6.09 1.18
C18 -4.35 -1.59 1.54
C19 -9.45 -5.56 0.50
C20 -4.58 2.09 -11.48
H26 8.17 -5.14 9.36
C21 -1.43 2.13 2.90
H27 5.16 -3.75 1.09
H28 0.70 4.45 1.43
F5 1.12 -0.49 -7.89
H29 -3.90 0.32 2.37
H30 -0.89 9.40 1.55
O13 -8.39 -3.91 1.68
C22 -6.97 2.14 -9.01
C23 -2.25 7.73 1.27
H31 -10.35 -5.77 1.08
O14 -3.27 9.34 -1.51
C24 3.00 1.92 -2.56
H32 -3.62 -0.33 -3.01
O15 -2.08 3.67 -0.85
O16 9.03 -6.25 7.84
C25 11.14 -7.37 2.33
H33 -8.38 -0.58 -9.63
C26 -8.44 0.48 -9.40
O17 8.25 -3.21 3.92
O18 0.92 2.79 -8.95
O19 6.95 -3.72 2.16
H34 -1.85 -1.36 0.96
H35 3.66 3.83 -3.43
O20 13.43 -4.82 9.50
C27 -2.69 8.94 -0.57
O21 -3.41 1.96 -4.90
H36 -3.16 4.13 7.72
H37 -2.82 0.80 3.88
F6 -2.53 7.81 2.59
H38 -1.02 -1.19 3.05
H39 -4.44 4.84 -11.75
C28 -4.02 4.08 7.06
O22 -4.96 2.97 -12.43
F7 3.93 -4.24 3.73
C29 -1.77 0.82 3.64
C30 3.13 3.42 -2.57
C31 12.48 -6.49 8.29
H40 8.89 -7.05 3.98
H41 9.22 -5.33 3.73
C32 5.58 -4.12 2.02
O23 11.66 -7.87 1.39
H42 -4.64 -1.76 2.57
H43 2.15 1.60 -1.96
O24 -7.70 2.53 -10.08
H44 -1.22 0.84 4.58
C33 1.95 2.26 -9.65
H45 -2.21 2.96 -12.69
O25 7.14 -7.40 8.14
H46 -4.44 1.88 -7.94
F8 -3.89 4.55 -13.64
C34 -8.31 1.37 -10.62
H47 -0.48 1.30 -8.63
H48 5.51 -5.20 2.05
C35 -4.66 -1.14 -1.36
C36 -3.69 4.46 0.74
H49 11.57 -6.74 8.82
C37 9.63 -6.33 3.65
H50 2.21 1.02 -7.17
H51 -1.76 0.31 0.58
O26 -1.21 2.25 -5.23
O27 11.61 -7.47 3.61
C38 -2.79 3.39 -11.88
H52 -0.57 1.98 0.12
C39 -2.09 -0.38 1.35
O28 -1.34 8.96 -0.43
H53 -3.96 0.36 0.64
C40 0.08 2.46 0.84
H54 -8.54 -3.75 -0.37
H55 -0.11 7.94 0.90
H56 -4.90 0.72 -2.42
F9 0.59 -0.13 1.14
F10 6.75 -6.97 10.33
C41 -1.27 -0.22 2.65
O29 5.57 2.50 -0.42
C42 -3.62 -0.23 1.47
C43 -4.11 0.03 -2.11
C44 14.09 -5.98 9.78
O30 -3.33 2.35 -11.06
O31 -3.27 8.39 0.54
H57 -5.75 -2.67 0.36
O32 3.89 3.65 -1.39
C45 -0.04 3.96 0.79
O33 7.99 -7.18 6.07
H58 -4.60 5.00 7.15
C46 0.09 0.39 2.28
H59 -3.38 0.57 -1.52
O34 10.02 -6.62 2.29
P1 1.43 0.04 3.59
O35 2.21 0.98 -9.22
H60 -7.68 0.97 -11.41
H61 -6.52 -1.43 1.29
O36 -1.32 4.48 1.13
H62 12.44 -6.92 7.29
C47 7.72 -7.26 9.43
O37 4.21 1.50 -1.92
H63 -4.80 2.84 1.64
H64 0.21 4.27 -0.22
O38 -6.86 -5.23 2.68
O39 -5.42 2.61 6.00
F11 1.93 4.03 -2.45
C48 -5.63 -1.65 0.71
C49 -4.53 3.09 5.10
O40 -4.55 2.83 3.94
C50 -4.89 2.86 7.30
C51 -2.29 2.03 -5.66
F12 11.58 -4.29 8.31
F13 10.77 -6.93 5.65
H65 0.04 2.16 -7.16

The orbital gap comes out at 8.9714 eV. Its largest force on an atom is 1.7 eV Å⁻¹. The total energy comes out at -183431.5214 eV. As for the charge: +1. For the lowest unoccupied orbital energy, the calculation gives -3.155 eV.



An isolated molecule of C17H25FN2O3S2. Source: the Open Molecules 2025 dataset; level of theory: ωB97M-V/def2-TZVPD.

Positions of all 50 atoms, in Å:
H1 6.28 -1.04 -1.86
H2 -4.29 -1.53 -1.00
H3 -2.44 -0.10 2.92
S1 -2.41 -1.71 0.86
H4 4.09 -2.32 -0.18
H5 3.22 0.01 0.48
O1 -2.11 -2.04 -0.50
N1 -3.07 -0.18 0.97
C1 -2.73 0.60 2.14
H6 -3.60 1.18 2.46
H7 5.08 1.64 0.49
H8 1.65 1.20 1.70
H9 5.41 1.29 -1.21
H10 2.54 -1.07 -1.65
C2 -4.08 1.74 -0.13
C3 -3.86 0.37 -0.05
N2 -0.41 0.91 1.65
C4 0.96 1.25 -0.35
H11 -5.05 3.33 -1.16
H12 -3.41 -3.82 1.30
C5 -1.56 1.56 1.86
C6 3.63 0.38 -0.47
H13 -0.42 -0.10 1.67
O2 -1.33 -1.77 1.80
C7 5.90 -1.42 -0.92
H14 3.90 -0.31 -2.48
C8 5.06 0.86 -0.27
H15 0.87 0.18 -0.54
H16 5.62 -0.71 1.09
C9 -4.90 2.26 -1.12
H17 6.52 -2.26 -0.61
C10 -4.46 -0.47 -0.99
C11 -5.51 1.44 -2.05
H18 0.67 2.63 1.29
C12 4.46 -1.89 -1.11
H19 -6.14 1.84 -2.83
H20 -3.81 -2.61 2.55
H21 6.98 0.04 0.25
C13 3.56 -0.72 -1.52
S2 2.58 1.81 -0.96
C14 -5.26 0.09 -1.97
H22 4.42 -2.66 -1.88
H23 -3.61 2.42 0.56
C15 5.95 -0.31 0.13
F1 -5.84 -0.74 -2.86
C16 -3.72 -2.80 1.48
H24 0.21 1.78 -0.94
C17 0.78 1.56 1.14
H25 -4.64 -2.58 0.97
O3 -1.70 2.77 1.84

The relative energy (zero: lowest compared OMol25 entry of this formula, charge and spin) is 6.4 kJ/mol. The orbital gap comes out at 8.8124 eV. Its largest force on an atom is 1.1 eV Å⁻¹. The total energy comes out at -51546.0274 eV. As for the SMILES: CS(=O)(=O)N(CC(=O)NCCSC1CCCCC1)c1cccc(F)c1. For the lowest unoccupied orbital energy, the calculation gives 0.357 eV.



An isolated molecule of C20H29N3O3. Source: the Open Molecules 2025 dataset; level of theory: ωB97M-V/def2-TZVPD.

Positions of all 55 atoms, in Å:
H1 2.92 0.31 0.21
H2 2.57 2.29 3.55
H3 -2.47 1.43 -5.62
H4 -3.54 -0.93 1.37
C1 2.07 -1.47 -1.62
H5 3.56 -0.71 1.49
C2 -1.97 1.26 0.91
H6 0.65 1.06 0.59
C3 -1.52 -0.20 1.12
H7 2.72 -1.06 -2.38
H8 -2.68 -0.60 2.89
C4 0.83 -0.89 -1.40
C5 -2.03 -1.73 -2.38
H9 0.51 -0.05 -1.99
C6 3.23 0.29 1.26
C7 -2.13 -0.01 -4.08
H10 -2.29 -2.03 1.96
C8 -2.30 -0.93 -1.10
H11 -3.81 1.25 -4.48
C9 0.39 -2.53 0.31
H12 1.43 2.83 2.32
H13 -1.29 1.75 0.20
C10 2.04 0.73 2.13
C11 3.49 2.64 1.63
N1 -1.29 -0.84 -0.20
H14 -2.26 3.11 1.97
H15 1.97 0.12 3.04
H16 -3.71 -1.14 -3.48
H17 -2.44 -2.74 -2.25
H18 -2.96 1.25 0.45
C12 -3.04 0.71 -5.04
C13 4.30 1.35 1.49
C14 -0.01 -1.43 -0.43
H19 1.95 -3.94 0.67
N2 0.77 0.57 1.46
H20 3.15 2.96 0.64
O1 -0.97 0.31 -3.88
H21 4.84 1.15 2.42
C15 -0.21 -0.22 1.94
C16 -2.03 2.07 2.20
H22 -2.80 1.69 2.86
C17 -2.58 -0.99 1.88
H23 3.45 -3.00 -1.05
C18 1.64 -3.09 0.09
H24 -1.08 2.04 2.73
N3 -2.70 -1.08 -3.48
C19 2.31 2.21 2.49
O2 -3.39 -0.43 -0.94
H25 -3.52 0.01 -5.71
H26 5.03 1.39 0.68
C20 2.48 -2.56 -0.88
O3 -0.10 -0.87 2.95
H27 4.06 3.45 2.08
H28 -0.26 -2.95 1.06
H29 -0.97 -1.80 -2.62

The relative energy (zero: lowest compared OMol25 entry of this formula, charge and spin) is 95.9 kJ/mol. The orbital gap comes out at 9.7614 eV. Its largest force on an atom is 0.7 eV Å⁻¹. The total energy comes out at -31825.3866 eV. As for the SMILES: CC[C@](C)(C(=O)NC1CCCC1)N(C(=O)CNC(C)=O)c1ccccc1. For the lowest unoccupied orbital energy, the calculation gives 0.732 eV.



A structure of composition C2H6Co2FN2O8P. Source: the Open Molecules 2025 dataset; level of theory: ωB97M-V/def2-TZVPD.

Positions of all 22 atoms, in Å:
H1 1.19 15.99 -11.13
H2 -2.35 14.54 -10.51
C1 -3.17 15.06 -11.01
O1 -5.28 14.27 -10.20
O2 -0.91 15.96 -9.13
O3 -0.45 12.54 -15.05
O4 0.34 10.49 -13.61
O5 -4.12 15.62 -8.98
Co1 -2.11 12.99 -14.25
F1 -1.44 12.79 -12.13
N1 0.18 15.54 -9.40
Co2 -1.00 10.73 -12.28
P1 -0.39 11.03 -14.86
H3 0.76 14.24 -10.95
H4 -2.75 16.04 -11.23
H5 -0.50 15.42 -11.43
O6 -1.74 11.03 -14.06
N2 -4.30 14.98 -10.02
H6 -3.39 14.60 -11.97
O7 -0.98 10.20 -15.91
O8 1.08 15.30 -8.55
C2 0.42 15.27 -10.86

The spin multiplicity is 8. The orbital gap (spin up / spin down) comes out at 6.9974 / 4.6274 eV. Its largest force on an atom is 6.8 eV Å⁻¹. The total energy comes out at -108775.9398 eV. As for the charge: +1. For the lowest unoccupied orbital energy (spin up / spin down), the calculation gives -6.494 / -8.863 eV.